{"formula": "C42H48AsCoF6N2Sb2Se", "method": "wB97M-V/def2-TZVPD", "total_energy_ev": -240481.6915, "homo_lumo_gap_ev": [7.70, 4.70], "e_lumo_ev": [-7.5, -10.5], "multiplicity": 6, "total_charge": 3, "symbols": ["Co", "C", "C", "C", "Sb", "C", "C", "C", "C", "C", "C", "C", "C", "C", "C", "C", "C", "Sb", "C", "C", "C", "C", "C", "C", "C", "C", "C", "C", "C", "C", "H", "H", "H", "H", "H", "H", "H", "H", "H", "H", "H", "H", "H", "H", "H", "H", "H", "H", "H", "H", "H", "H", "H", "H", "H", "H", "C", "C", "C", "C", "N", "C", "Se", "N", "C", "C", "C", "C", "C", "C", "C", "C", "C", "C", "H", "H", "H", "H", "H", "H", "H", "H", "H", "H", "H", "H", "H", "H", "H", "H", "H", "H", "H", "H", "H", "H", "F", "As", "F", "F", "F", "F", "F"], "coordinates": [[0.1143, -1.5116, 1.0533], [1.7370, 3.0721, -2.8061], [3.1135, 2.4238, -2.7270], [3.1242, 0.9295, -2.3869], [3.9702, 0.2042, -0.5293], [5.6080, 1.3877, -0.0491], [6.3555, 1.9588, -1.0840], [7.4744, 2.7144, -0.7797], [7.8627, 2.8747, 0.5449], [7.1370, 2.2841, 1.5729], [6.0114, 1.5326, 1.2822], [2.9192, -0.1720, 1.2840], [3.5385, -1.1490, 2.0553], [2.9087, -1.6903, 3.1770], [1.6458, -1.2580, 3.5335], [1.0106, -0.2590, 2.7765], [1.6424, 0.2829, 1.6445], [0.8705, 3.6984, -0.9471], [2.2166, 5.0691, -0.1082], [2.1152, 6.4062, -0.4934], [3.0604, 7.3126, -0.0345], [4.0786, 6.8920, 0.8082], [4.1667, 5.5619, 1.1980], [3.2337, 4.6447, 0.7423], [-0.9098, 4.6811, -1.3244], [-1.6364, 4.4172, -2.4896], [-2.7969, 5.1297, -2.7327], [-3.2396, 6.0717, -1.8102], [-2.5316, 6.3096, -0.6377], [-1.3669, 5.6085, -0.3811], [1.0205, 2.4473, -3.3373], [1.8101, 4.0282, -3.3320], [3.7937, 3.0124, -2.1059], [3.5235, 2.4905, -3.7395], [3.8202, 0.4046, -3.0463], [2.1654, 0.4265, -2.5008], [6.0805, 1.8144, -2.1220], [8.0554, 3.1630, -1.5731], [8.7479, 3.4514, 0.7769], [7.4591, 2.4002, 2.5990], [5.4542, 1.0694, 2.0888], [4.5135, -1.5374, 1.7800], [3.4108, -2.4508, 3.7589], [1.1527, -1.6670, 4.4055], [0.0755, 0.1641, 3.1301], [1.1508, 1.0839, 1.1025], [1.3216, 6.7463, -1.1458], [2.9959, 8.3499, -0.3334], [4.8045, 7.6074, 1.1691], [4.9579, 5.2422, 1.8619], [3.3022, 3.6111, 1.0645], [-1.2992, 3.6806, -3.2086], [-3.3576, 4.9550, -3.6401], [-4.1499, 6.6222, -2.0052], [-2.8908, 7.0395, 0.0742], [-0.8156, 5.7956, 0.5328], [-4.3638, -4.7836, 4.3328], [-4.5084, -3.5980, 3.3877], [-3.2427, -2.7460, 3.2784], [-2.1161, -3.4371, 2.5175], [-2.4350, -3.6749, 1.1135], [-2.5359, -2.7502, 0.1428], [-2.0454, -0.9267, 0.3110], [-2.9263, -3.3255, -0.9953], [-3.2091, -2.6795, -2.2828], [-4.7023, -2.6862, -2.6001], [-5.5623, -1.8862, -1.6262], [-5.3156, -0.3828, -1.6799], [-3.0837, -4.6905, -0.7654], [-3.4361, -5.7308, -1.6221], [-3.4772, -6.9930, -1.0700], [-3.1770, -7.2177, 0.2842], [-2.8155, -6.1905, 1.1297], [-2.7702, -4.9158, 0.5720], [-5.3002, -5.3323, 4.4104], [-4.0915, -4.4524, 5.3353], [-3.6066, -5.4955, 4.0014], [-5.3193, -2.9571, 3.7359], [-4.8079, -3.9418, 2.3923], [-2.8701, -2.5145, 4.2803], [-3.4661, -1.7931, 2.7928], [-1.8856, -4.4093, 2.9511], [-1.1737, -2.8593, 2.5800], [-2.6381, -3.2211, -3.0375], [-2.8120, -1.6667, -2.2287], [-5.0556, -3.7175, -2.6398], [-4.8183, -2.2853, -3.6096], [-5.4214, -2.2625, -0.6067], [-6.6080, -2.0809, -1.8663], [-4.3200, -0.1078, -1.3243], [-6.0374, 0.1515, -1.0645], [-5.4172, -0.0139, -2.7018], [-3.6604, -5.5675, -2.6651], [-3.7437, -7.8338, -1.6940], [-3.2262, -8.2257, 0.6713], [-2.5816, -6.3823, 2.1664], [1.1349, -1.1695, -0.8215], [1.4711, -2.9079, -1.3746], [-0.0857, -2.8885, -2.0762], [0.6399, -3.2742, 0.2394], [1.7270, -4.5398, -1.6672], [2.9302, -2.7497, -0.4525], [2.2295, -2.2649, -2.7592]]}